i) Computed, not measured: a 4-piece molecular cluster, C4H14O4 overall, with the ωB97M-V functional and the def2-TZVPD basis.

Cartesian coordinates (Å):
C1 -0.3476 0.4077 2.3062
C2 -1.0738 0.1612 1.0447
C3 -0.1936 1.1194 0.1807
C4 -2.3828 0.5829 1.2112
O1 0.6027 -0.2180 2.5152
H1 -0.6179 1.2617 2.8594
H2 -0.9595 -0.7838 0.5483
H3 -0.5820 1.5876 -0.7935
H4 0.6567 0.5168 -0.1335
H5 -0.0241 2.0178 0.5952
H6 -2.4732 1.7973 1.1090
H7 -3.0132 0.4502 2.1877
H8 -3.1049 0.0080 0.6066
H9 -0.1484 -1.3355 -3.7242
H10 1.3588 -1.2597 -3.3753
O2 0.5979 -0.8930 -3.1764
H11 3.1387 0.4817 0.1454
H12 2.0171 0.9288 -0.9981
O3 2.8172 0.5007 -0.8526
H13 0.9756 -2.5398 -0.0459
H14 1.7178 -2.0232 -1.2248
O4 1.0385 -2.7687 -0.9855

The value obtained for the HOMO-LUMO gap (alpha / beta) is 8.49 / 4.31 eV. Its spin multiplicity is 2. Its LUMO energy (alpha / beta) is -5.386 / -9.564 eV. As for the total charge: +1.

***

ii) Computed, not measured: a 5-piece molecular cluster, C4H14O4 overall, with the ωB97M-V functional and the def2-TZVPD basis.

Cartesian coordinates (Å):
C1 3.3293 0.2504 -0.5195
C2 2.4790 0.4726 0.5554
C3 1.6779 1.6123 0.7598
C4 1.0651 1.7550 1.9659
H1 3.4791 0.9757 -1.3104
H2 3.9408 -0.6385 -0.4477
H3 2.3646 -0.3976 1.2000
H4 1.3723 2.2298 -0.0798
H5 0.3525 2.5669 2.0701
H6 1.2290 1.0908 2.8054
H7 -3.4984 -1.4747 -1.7523
H8 -3.4315 -0.2791 -1.0123
O1 -3.1857 -0.5927 -1.8942
H9 -1.2866 -0.2955 -2.0346
H10 -0.3815 -1.2655 -2.7682
O2 -0.3466 -0.4640 -2.2250
H11 -3.3773 -1.4011 1.7039
H12 -2.0635 -1.2415 0.8724
O3 -2.9663 -0.9404 0.9617
H13 -0.2719 -0.9624 -0.3423
H14 -0.1704 -0.0401 0.8665
O4 -0.3098 -0.9605 0.6254

The value obtained for the HOMO-LUMO gap (alpha / beta) is 8.38 / 5.48 eV. Its spin multiplicity is 2. Its LUMO energy (alpha / beta) is -5.637 / -8.541 eV. As for the total charge: +1.

***

On energetic grounds, ii) is preferred over the next structure by 74.5 kcal/mol.